Below is the ion C6H11N with charge +1 in a non-equilibrium geometry, with properties calculated with ωB97M-V/def2-TZVPD.

Computed properties:
- LUMO level (alpha / beta): -3.824 / -6.460 eV
- Orbital gap (alpha / beta): 9.33 / 7.89 eV
- Strongest force on any atom: 1.60 eV/Å
- ΔE to the lowest compared entry with this formula, charge and spin: 30.36 kJ/mol
- Expectation value of S²: 0.787

```
! RIJCOSX wB97M-V def2-TZVPD def2/J DEFGRID3
* xyz 1 2
C 0.218 1.175 1.427
N 2.058 0.152 -0.566
C 0.767 -0.052 -0.718
C -0.173 0.326 0.265
C -1.486 -0.233 0.256
C -2.043 -0.710 1.393
C 0.363 -0.683 -2.012
H -0.433 2.045 1.516
H 1.186 1.631 1.217
H 0.293 0.643 2.373
H 2.543 0.231 0.319
H 2.734 -0.025 -1.297
H -1.954 -0.350 -0.716
H -3.062 -0.682 1.750
H -1.342 -0.907 2.195
H 0.959 -0.338 -2.845
H -0.670 -0.420 -2.244
H 0.359 -1.771 -1.991
*
```